one:
ORCA calculation (the ωB97M-V functional and the def2-TZVPD basis) on a cluster of 2 separate species, C3H8NO in total.

Output
- Net charge: +1
- LUMO level: -5.14 eV
- HOMO: -14.901 eV
- Kohn-Sham gap: 9.76 eV

Element x y z (Å)
C: -0.54 1.01 0.23
C: 0.14 1.26 1.35
C: -1.59 -0.66 -1.09
N: -0.57 -0.26 -0.42
H: -0.99 1.89 -0.33
H: 0.88 0.61 1.80
H: -0.03 2.20 1.90
H: -1.61 -1.76 -1.24
H: -2.43 -0.02 -1.30
H: 0.13 -1.00 -0.17
H: 2.33 -0.88 0.48
H: 2.46 -1.10 -0.95
O: 1.81 -1.28 -0.26


two:
ORCA calculation (the ωB97M-V functional and the def2-TZVPD basis) on a cluster of 2 separate species, C3H8NO in total.

Output
- Net charge: +1
- LUMO level: -5.21 eV
- HOMO: -13.965 eV
- Kohn-Sham gap: 8.75 eV

Element x y z (Å)
C: 2.37 0.19 0.47
N: 2.48 -0.74 -0.38
H: 1.58 0.91 0.26
H: 3.02 0.39 1.31
H: 3.09 -1.55 -0.23
H: 1.87 -0.82 -1.20
O: -0.34 -0.32 -0.11
C: -1.53 -0.43 0.08
C: -2.46 0.71 -0.11
H: -1.94 -1.42 0.32
H: -2.72 1.13 0.87
H: -3.40 0.44 -0.58
H: -2.03 1.52 -0.70


three:
ORCA calculation (the ωB97M-V functional and the def2-TZVPD basis) on a cluster of 2 separate species, C3H8NO in total.

Output
- Net charge: +1
- LUMO level: -9.64 eV
- HOMO: -15.364 eV
- Kohn-Sham gap: 5.72 eV

Element x y z (Å)
C: -0.73 -0.42 -0.68
C: 0.59 -1.07 -0.39
C: 1.44 -0.77 0.63
O: -0.49 1.08 1.60
N: -0.45 0.97 -0.76
H: -1.10 -0.74 -1.67
H: -1.62 -0.79 -0.16
H: 0.88 -1.84 -1.11
H: 1.25 0.16 1.15
H: 2.36 -1.36 0.65
H: -0.80 1.51 -1.56
H: -0.76 1.92 2.01
H: -0.57 1.36 0.29


four:
ORCA calculation (the ωB97M-V functional and the def2-TZVPD basis) on a cluster of 2 separate species, C3H8NO in total.

Output
- Net charge: +1
- LUMO level: -5.43 eV
- HOMO: -14.319 eV
- Kohn-Sham gap: 8.89 eV

Element x y z (Å)
C: -1.00 1.14 -1.63
N: 0.19 1.67 -1.61
H: -1.48 0.42 -2.26
H: -1.67 1.48 -0.89
H: 0.40 2.12 -0.71
H: 1.07 1.30 -2.03
O: -0.03 0.01 0.42
C: 0.21 -0.64 1.43
C: 0.56 -2.08 1.40
H: 0.15 -0.09 2.28
H: -0.24 -2.68 1.85
H: 1.40 -2.42 2.05
H: 0.69 -2.36 0.36


So which one wins? Going from most stable to least: two, one, four, three.


one:
ORCA calculation (the ωB97M-V functional and the def2-TZVPD basis) on a cluster of 3 separate species, C3H11NO3 in total.

Output
- Net charge: 0
- LUMO level: 0.52 eV
- HOMO: -10.329 eV
- SMILES string: CCNC=O.O.O
- Kohn-Sham gap: 10.85 eV

Element x y z (Å)
C: 2.34 -1.13 -0.59
C: 2.10 -0.02 0.48
N: 0.71 -0.24 1.01
C: -0.23 0.61 1.43
O: -1.45 0.38 1.26
H: 3.38 -1.02 -0.86
H: 1.74 -0.87 -1.48
H: 2.24 -2.22 -0.34
H: 2.79 0.03 1.36
H: 2.10 0.94 -0.04
H: 0.45 -1.17 0.91
H: -0.02 1.53 2.06
O: -2.29 -1.42 -0.50
H: -2.20 -2.23 -0.09
H: -1.62 -0.92 -0.08
O: -0.95 1.98 -2.36
H: -1.23 2.00 -1.45
H: -0.41 1.27 -2.22


two:
ORCA calculation (the ωB97M-V functional and the def2-TZVPD basis) on a cluster of 3 separate species, C3H11NO3 in total.

Output
- Net charge: 0
- LUMO level: 0.46 eV
- HOMO: -9.257 eV
- SMILES string: CN(C)C=O.O.O
- Kohn-Sham gap: 9.72 eV

Element x y z (Å)
C: -0.83 0.61 -0.52
N: 0.21 0.89 0.48
C: 1.29 1.87 0.13
C: -0.18 0.40 1.77
O: -1.12 -0.39 1.76
H: -1.50 -0.23 -0.26
H: -0.38 0.18 -1.31
H: -1.45 1.53 -0.60
H: 1.24 2.16 -0.93
H: 2.19 1.44 0.24
H: 1.14 2.92 0.62
H: 0.36 0.84 2.65
O: -1.45 -1.28 -2.39
H: -0.62 -1.07 -2.92
H: -1.45 -2.09 -2.02
O: 1.84 -1.67 -0.18
H: 2.15 -1.18 -0.91
H: 0.99 -1.39 0.26


So which one wins? Going from most stable to least: one, two.


one:
ORCA calculation (the ωB97M-V functional and the def2-TZVPD basis) on a cluster of 3 separate species, C3H11NO3 in total.

Output
- Net charge: 0
- LUMO level: 0.68 eV
- HOMO: -9.799 eV
- SMILES string: CCNC=O.O.O
- Kohn-Sham gap: 10.48 eV

Element x y z (Å)
C: -2.26 1.04 0.10
C: -1.01 0.82 1.00
N: -0.05 -0.06 0.42
C: 0.20 -1.16 1.24
O: 1.04 -1.96 1.09
H: -2.55 2.11 0.18
H: -3.18 0.55 0.44
H: -2.17 0.78 -0.97
H: -0.61 1.81 1.14
H: -1.33 0.49 1.97
H: 0.47 0.18 -0.39
H: -0.35 -1.36 2.15
O: 2.93 0.43 -0.50
H: 2.71 -0.12 -1.28
H: 3.30 -0.44 -0.07
O: 1.26 -0.87 -2.38
H: 0.41 -0.73 -2.49
H: 1.19 -1.50 -1.63


two:
ORCA calculation (the ωB97M-V functional and the def2-TZVPD basis) on a cluster of 3 separate species, C3H11NO3 in total.

Output
- Net charge: 0
- LUMO level: 0.68 eV
- HOMO: -9.437 eV
- SMILES string: CNC(C)=O.O.O
- Kohn-Sham gap: 10.11 eV

Element x y z (Å)
C: -1.28 -1.42 0.60
N: -0.20 -0.66 1.19
C: -0.52 0.24 2.20
C: -1.53 -0.21 3.24
O: 0.12 1.24 2.38
H: -2.20 -0.88 0.82
H: -1.32 -1.41 -0.49
H: -1.43 -2.42 1.02
H: 0.75 -0.96 1.03
H: -1.19 0.23 4.18
H: -1.74 -1.26 3.40
H: -2.48 0.32 3.10
O: 3.92 1.38 -3.71
H: 3.99 1.29 -2.74
H: 3.83 0.45 -3.94
O: 0.40 1.10 -3.79
H: 1.19 1.50 -4.16
H: -0.32 1.46 -4.33


So which one wins? Going from most stable to least: two, one.


one:
ORCA calculation (the ωB97M-V functional and the def2-TZVPD basis) on a cluster of 2 separate species, C3H11NO3 in total.

Output
- Net charge: 0
- LUMO level: 0.24 eV
- HOMO: -9.179 eV
- SMILES string: OCCNCO.O
- Kohn-Sham gap: 9.42 eV

Element x y z (Å)
O: -1.57 0.57 1.99
C: -0.22 0.81 2.37
C: 0.75 -0.09 1.59
N: 0.52 -0.04 0.17
C: 1.55 -0.18 -0.78
O: 2.03 -1.51 -0.97
H: -1.69 1.11 1.19
H: -0.18 0.59 3.44
H: 0.08 1.85 2.23
H: 0.58 -1.09 2.02
H: 1.79 0.18 1.80
H: -0.47 -0.09 -0.03
H: 2.33 0.48 -0.36
H: 1.34 0.20 -1.79
H: 1.32 -2.09 -0.64
O: -2.50 0.40 -3.69
H: -2.16 1.02 -3.04
H: -2.43 -0.46 -3.29


two:
ORCA calculation (the ωB97M-V functional and the def2-TZVPD basis) on a cluster of 2 separate species, C3H11NO3 in total.

Output
- Net charge: 0
- LUMO level: 0.71 eV
- HOMO: -9.724 eV
- SMILES string: NC(CO)CO.O
- Kohn-Sham gap: 10.43 eV

Element x y z (Å)
N: -1.10 -0.45 0.00
C: 0.30 -0.53 0.41
C: 1.02 -1.33 -0.69
O: 0.85 -2.74 -0.41
C: 0.96 0.83 0.44
O: 0.08 1.84 1.05
H: -1.42 -1.37 -0.26
H: -1.69 -0.04 0.71
H: 0.45 -1.08 1.34
H: 2.10 -1.15 -0.67
H: 0.58 -1.07 -1.65
H: 0.95 -3.21 -1.24
H: 1.06 1.26 -0.56
H: 1.91 0.85 0.97
H: -0.05 1.58 1.98
O: -2.21 2.53 -0.43
H: -1.26 2.44 -0.30
H: -2.53 1.65 -0.68


three:
ORCA calculation (the ωB97M-V functional and the def2-TZVPD basis) on a cluster of 3 separate species, C3H11NO3 in total.

Output
- Net charge: 0
- LUMO level: 0.81 eV
- HOMO: -10.025 eV
- SMILES string: CNCC=O.O.O
- Kohn-Sham gap: 10.83 eV

Element x y z (Å)
C: 1.97 -0.54 0.62
N: 0.71 -0.05 0.04
C: -0.49 -0.69 0.72
C: -1.69 0.17 0.46
O: -2.74 -0.09 -0.10
H: 2.76 0.08 0.18
H: 2.22 -1.53 0.18
H: 1.97 -0.57 1.69
H: 0.52 -0.36 -0.91
H: -0.59 -1.77 0.73
H: -0.32 -0.55 1.79
H: -1.65 1.20 0.88
O: -1.34 -0.99 -2.50
H: -1.76 -1.05 -3.36
H: -2.03 -0.66 -1.93
O: 0.70 2.59 0.87
H: 1.14 3.12 0.20
H: 0.63 1.70 0.43


four:
ORCA calculation (the ωB97M-V functional and the def2-TZVPD basis) on a cluster of 3 separate species, C3H11NO3 in total.

Output
- Net charge: 0
- LUMO level: 0.62 eV
- HOMO: -9.252 eV
- SMILES string: C[C@H](N)C=O.O.O
- Kohn-Sham gap: 9.88 eV

Element x y z (Å)
C: 0.13 1.40 -1.20
C: -0.30 -0.09 -1.46
N: -1.52 -0.44 -0.86
C: 0.88 -0.93 -1.10
O: 1.86 -0.73 -0.53
H: -0.65 2.15 -1.14
H: 0.56 1.42 -0.16
H: 0.80 1.79 -1.95
H: -0.45 -0.32 -2.52
H: -1.76 -0.22 0.07
H: -1.75 -1.37 -1.01
H: 0.82 -1.89 -1.63
O: -1.45 0.18 2.52
H: -0.77 -0.49 2.22
H: -0.90 0.88 2.64
O: 1.29 -0.13 2.06
H: 1.62 -0.71 2.80
H: 1.60 -0.48 1.23


So which one wins? Going from most stable to least: two, three, one, four.


one:
ORCA calculation (the ωB97M-V functional and the def2-TZVPD basis) on a cluster of 2 separate species, C3H11NO3 in total.

Output
- Net charge: 0
- LUMO level: 0.46 eV
- HOMO: -8.087 eV
- SMILES string: OCCNCO.O
- Kohn-Sham gap: 8.55 eV

Element x y z (Å)
O: 0.87 -0.38 2.11
C: -0.11 -1.32 1.65
C: -1.08 -0.96 0.49
N: -0.72 0.24 -0.16
C: -1.34 0.95 -1.32
O: -0.69 2.25 -1.35
H: 1.39 -0.29 1.29
H: -0.77 -1.69 2.44
H: 0.57 -2.16 1.17
H: -2.08 -0.82 0.92
H: -1.07 -1.87 -0.20
H: -0.11 0.92 0.23
H: -2.48 1.15 -1.19
H: -1.19 0.33 -2.27
H: -0.45 2.58 -2.20
O: 2.79 0.10 -0.38
H: 3.71 -0.14 -0.64
H: 2.75 1.10 -0.59


two:
ORCA calculation (the ωB97M-V functional and the def2-TZVPD basis) on a cluster of 2 separate species, C3H11NO3 in total.

Output
- Net charge: 0
- LUMO level: 0.70 eV
- HOMO: -9.450 eV
- SMILES string: OCCNCO.O
- Kohn-Sham gap: 10.15 eV

Element x y z (Å)
O: 2.52 0.20 0.06
C: 1.80 -1.02 -0.19
C: 0.48 -0.67 -0.84
N: -0.22 0.23 0.08
C: -1.44 0.87 -0.46
O: -1.64 0.63 -1.83
H: 3.25 0.00 0.65
H: 1.59 -1.54 0.75
H: 2.40 -1.65 -0.83
H: -0.10 -1.59 -0.99
H: 0.66 -0.17 -1.79
H: 0.47 0.94 0.30
H: -1.39 1.94 -0.26
H: -2.32 0.48 0.05
H: -1.50 1.45 -2.33
O: -1.68 -0.37 2.66
H: -1.63 0.43 3.18
H: -1.27 -0.17 1.80


So which one wins? Going from most stable to least: two, one.


one:
ORCA calculation (the ωB97M-V functional and the def2-TZVPD basis) on a cluster of 3 separate species, C3H11NO3 in total.

Output
- Net charge: 0
- LUMO level: 0.48 eV
- HOMO: -8.914 eV
- SMILES string: CNCC=O.O.O
- Kohn-Sham gap: 9.39 eV

Element x y z (Å)
C: -1.37 -0.19 -1.56
N: -1.09 -0.69 -0.22
C: -0.70 0.23 0.82
C: -1.89 0.62 1.67
O: -2.97 0.79 1.14
H: -1.60 -0.98 -2.27
H: -2.25 0.46 -1.48
H: -0.53 0.40 -1.92
H: -1.75 -1.37 0.09
H: -0.25 1.04 0.22
H: 0.10 -0.20 1.44
H: -1.74 0.98 2.70
O: 2.70 0.25 1.78
H: 2.00 0.03 1.14
H: 2.40 1.17 1.86
O: 3.17 -0.53 -1.68
H: 3.44 -1.19 -2.35
H: 2.32 -0.83 -1.38


two:
ORCA calculation (the ωB97M-V functional and the def2-TZVPD basis) on a cluster of 3 separate species, C3H11NO3 in total.

Output
- Net charge: 0
- LUMO level: 0.44 eV
- HOMO: -9.770 eV
- SMILES string: NCCC=O.O.O
- Kohn-Sham gap: 10.21 eV

Element x y z (Å)
N: -2.16 0.15 -1.23
C: -1.31 1.14 -0.57
C: 0.16 0.66 -0.33
C: 0.26 0.13 1.08
O: 0.07 0.83 2.03
H: -1.61 -0.34 -1.89
H: -2.40 -0.57 -0.55
H: -1.38 2.12 -1.04
H: -1.79 1.36 0.38
H: 0.79 1.54 -0.48
H: 0.41 -0.03 -1.13
H: 0.44 -0.95 1.21
O: -0.43 -3.39 -2.00
H: -0.58 -3.34 -1.05
H: -0.98 -2.73 -2.43
O: 3.08 0.89 1.41
H: 3.01 1.66 0.84
H: 2.90 1.06 2.34


So which one wins? Going from most stable to least: two, one.